Run w
Entry from the OMol25 dataset: an isolated molecule of C8H17NO2S (ωB97M-V/def2-TZVPD).

HOMO level: -9.3 eV
Multiplicity: 1
Orbital gap: 10.079 eV
LUMO level: 0.79 eV

Last columns: bonded neighbours and bond lengths (Å).
Geometry (Å):
1 C 0.112 1.856 -1.179  C2 1.529, O11 1.437, H13 1.065, H14 1.152
2 C 0.431 0.447 -0.679  C1 1.529, C7 1.525, N9 1.818, H15 1.139
3 C 2.884 0.856 -0.369  C7 1.639, H16 1.073, H17 1.151, H18 1.075
4 C 1.197 0.723 1.743  C7 1.567, H19 1.053, H20 1.122, H21 1.027
5 C -2.410 -1.069 -1.290  C8 1.541, H22 1.078, H23 1.123, H24 1.073
6 C -2.430 -1.512 1.232  C8 1.527, H25 1.156, H26 1.128, H27 1.136
7 C 1.557 0.183 0.316  C2 1.525, C3 1.639, C4 1.567, H28 1.098
8 C -1.591 -1.135 0.014  C5 1.541, C6 1.527, N9 1.416, H29 1.109
9 N -1.003 0.099 0.383  C2 1.818, C8 1.416, S12 1.752
10 O -1.526 2.367 1.174  S12 1.442
11 O -1.312 1.937 -1.348  C1 1.437, S12 1.634
12 S -1.973 1.528 0.090  N9 1.752, O10 1.442, O11 1.634
13 H 0.644 2.411 -0.442  C1 1.065
14 H 0.629 1.982 -2.201  C1 1.152
15 H 0.301 -0.360 -1.471  C2 1.139
16 H 3.628 0.774 0.400  C3 1.073
17 H 2.809 1.956 -0.699  C3 1.151
18 H 3.106 0.331 -1.281  C3 1.075
19 H 0.710 1.654 1.676  C4 1.053
20 H 2.157 0.613 2.312  C4 1.122
21 H 0.390 0.187 2.086  C4 1.027
22 H -3.190 -0.333 -1.396  C5 1.078
23 H -1.758 -0.813 -2.169  C5 1.123
24 H -2.988 -1.950 -1.497  C5 1.073
25 H -3.262 -0.709 1.219  C6 1.156
26 H -1.819 -1.211 2.131  C6 1.128
27 H -2.679 -2.608 1.068  C6 1.136
28 H 1.701 -0.894 0.475  C7 1.098
29 H -0.882 -1.960 -0.203  C8 1.109

***

Run x
Entry from the OMol25 dataset: an isolated molecule of C8H17NO2S (ωB97M-V/def2-TZVPD).

HOMO level (alpha / beta): -8.6 / -8.6 eV
Multiplicity: 1
Orbital gap (alpha / beta): 7.390 / 7.413 eV
LUMO level (alpha / beta): -1.24 / -1.23 eV

Last columns: bonded neighbours and bond lengths (Å).
Geometry (Å):
1 C -0.315 -1.993 -0.717  C2 1.510, O11 1.447, H13 1.123, H14 1.134
2 C -0.836 -0.603 -0.440  C1 1.510, C7 1.473, H15 1.145
3 C -2.537 1.019 0.203  C7 1.496, H16 1.070, H17 1.071, H18 1.085
4 C -2.983 -1.422 0.733  C7 1.593, H19 1.034, H20 1.069, H21 1.108
5 C 1.792 1.262 -1.514  C8 1.583, H22 1.110, H23 1.015, H24 1.066
6 C 3.163 1.570 0.686  C8 1.560, H25 1.084, H26 1.141, H27 1.160
7 C -1.884 -0.283 0.544  C2 1.473, C3 1.496, C4 1.593, H28 1.158
8 C 1.751 1.333 0.067  C5 1.583, C6 1.560, N9 1.449, H29 1.018
9 N 1.340 0.090 0.686  C8 1.449, S12 1.595
10 O 1.432 -2.220 1.372  S12 1.448
11 O 1.047 -1.833 -1.177  C1 1.447, S12 1.855
12 S 1.968 -1.339 0.356  N9 1.595, O10 1.448, O11 1.855
13 H -0.112 -2.493 0.267  C1 1.123
14 H -0.928 -2.523 -1.511  C1 1.134
15 H -0.701 0.141 -1.301  C2 1.145
16 H -2.890 0.854 -0.793  C3 1.070
17 H -1.856 1.845 0.185  C3 1.071
18 H -3.349 1.287 0.871  C3 1.085
19 H -3.662 -1.199 1.480  C4 1.034
20 H -2.407 -2.147 1.267  C4 1.069
21 H -3.462 -1.765 -0.205  C4 1.108
22 H 1.541 2.254 -1.944  C5 1.110
23 H 2.731 1.019 -1.814  C5 1.015
24 H 1.098 0.522 -1.840  C5 1.066
25 H 3.836 0.861 0.216  C6 1.084
26 H 3.002 1.289 1.780  C6 1.141
27 H 3.461 2.690 0.632  C6 1.160
28 H -1.334 -0.274 1.563  C7 1.158
29 H 1.092 2.057 0.348  C8 1.018

***

Result of the stability comparison: run x is the least stable of them.

***

Run w
Entry from the OMol25 dataset: a cluster of 2 separate species, C4H7O2S in total (ωB97M-V/def2-TZVPD).

HOMO level: -3.1 eV
Multiplicity: 1
Charge: -1
Orbital gap: 6.830 eV
LUMO level: 3.75 eV

Last columns: bonded neighbours and bond lengths (Å).
Geometry (Å):
1 C 1.516 0.694 -2.902  C2 1.333, H8 1.015, H9 1.095
2 C 0.624 1.102 -2.002  C1 1.333, C3 1.301
3 C -0.319 1.189 -1.110  C2 1.301, H10 1.064, H11 1.081
4 C -1.297 0.135 1.684  S7 1.866, H12 1.099, H13 1.096, H14 1.165
5 O 0.027 -1.963 2.252  S7 1.545
6 O 1.340 -0.093 1.086  S7 1.496
7 S 0.108 -0.942 1.096  C4 1.866, O5 1.545, O6 1.496
8 H 2.454 0.343 -2.735  C1 1.015
9 H 1.192 0.626 -3.946  C1 1.095
10 H -0.688 0.316 -0.625  C3 1.064
11 H -0.763 2.136 -0.838  C3 1.081
12 H -1.187 0.416 2.741  C4 1.099
13 H -1.269 1.104 1.173  C4 1.096
14 H -2.275 -0.494 1.611  C4 1.165

***

Run x
Entry from the OMol25 dataset: the ion C4H7O2S with charge -1 (ωB97M-V/def2-TZVPD).

HOMO level: -3.2 eV
Multiplicity: 1
Charge: -1
Orbital gap: 7.165 eV
LUMO level: 4.01 eV

Last columns: bonded neighbours and bond lengths (Å).
Geometry (Å):
1 C -1.679 -1.628 -0.587  C2 1.303, H8 1.163, H9 1.138
2 C -0.896 -0.836 0.089  C1 1.303, C4 1.679, H10 1.129
3 C 0.192 1.478 0.507  C4 1.559, H11 1.016, H12 1.212, H13 1.044
4 C 0.169 0.309 -0.523  C2 1.679, C3 1.559, S7 1.959, H14 1.093
5 O 2.657 0.703 -0.756  S7 1.498
6 O 2.048 -0.722 1.178  S7 1.477
7 S 1.929 -0.517 -0.280  C4 1.959, O5 1.498, O6 1.477
8 H -2.250 -2.331 0.141  C1 1.163
9 H -2.110 -1.374 -1.610  C1 1.138
10 H -0.458 -0.953 1.123  C2 1.129
11 H 0.543 1.166 1.408  C3 1.016
12 H -0.907 1.921 0.761  C3 1.212
13 H 0.861 2.160 0.084  C3 1.044
14 H -0.100 0.624 -1.534  C4 1.093

***

Result of the stability comparison: run w is the least stable of them.

***

Run w
Entry from the OMol25 dataset: a cluster of 2 separate species, C3H8OSi in total (ωB97M-V/def2-TZVPD).

HOMO level (alpha / beta): -6.4 / -10.7 eV
Multiplicity: 3
Orbital gap (alpha / beta): 7.412 / 9.223 eV
LUMO level (alpha / beta): 1.02 / -1.47 eV

Last columns: bonded neighbours and bond lengths (Å).
Geometry (Å):
1 C -0.935 -0.055 0.580  C2 1.465, C3 1.503, O4 1.399, H6 1.083
2 C -0.017 -0.263 -0.543  C1 1.465, O4 1.445, H7 1.023
3 C -2.277 0.337 0.032  C1 1.503, H8 1.098, H9 1.187, H10 1.160
4 O -0.425 -1.336 0.335  C1 1.399, C2 1.445
5 Si 2.955 0.083 0.093  H11 1.530, H12 1.481, H13 1.493
6 H -0.644 0.408 1.515  C1 1.083
7 H -0.403 -0.330 -1.487  C2 1.023
8 H -3.159 0.317 0.686  C3 1.098
9 H -2.527 -0.460 -0.811  C3 1.187
10 H -2.091 1.350 -0.502  C3 1.160
11 H 3.324 -1.307 -0.428  Si5 1.530
12 H 2.399 0.431 1.421  Si5 1.481
13 H 3.800 0.825 -0.890  Si5 1.493

***

Run x
Entry from the OMol25 dataset: a cluster of 2 separate species, C3H8OSi in total (ωB97M-V/def2-TZVPD).

HOMO level (alpha / beta): -5.2 / -11.3 eV
Multiplicity: 3
Orbital gap (alpha / beta): 5.532 / 10.035 eV
LUMO level (alpha / beta): 0.38 / -1.29 eV

Last columns: bonded neighbours and bond lengths (Å).
Geometry (Å):
1 C 1.724 1.447 -1.286  O4 1.197, H6 1.132
2 C 0.287 0.406 1.645  Si5 1.921, H7 1.063, H8 1.076, H9 1.100
3 C -0.429 -1.303 -0.954  Si5 1.970, H10 1.022, H11 1.021, H12 1.190
4 O 2.861 1.519 -0.922  C1 1.197
5 Si -0.361 0.499 -0.162  C2 1.921, C3 1.970, H13 1.398
6 H 1.580 1.890 -2.317  C1 1.132
7 H 1.254 0.848 1.632  C2 1.063
8 H -0.457 0.764 2.334  C2 1.076
9 H 0.443 -0.608 2.042  C2 1.100
10 H 0.508 -1.521 -1.299  C3 1.022
11 H -0.700 -2.016 -0.276  C3 1.021
12 H -1.266 -1.344 -1.800  C3 1.190
13 H -1.211 1.572 -0.443  Si5 1.398

***

Result of the stability comparison: run w is the least stable of them.

***

Run w
Entry from the OMol25 dataset: a cluster of 2 separate species, CH6NS in total (ωB97M-V/def2-TZVPD).

HOMO level: -2.7 eV
Multiplicity: 1
Charge: -1
Orbital gap: 7.228 eV
LUMO level: 4.56 eV

Last columns: bonded neighbours and bond lengths (Å).
Geometry (Å):
1 S -2.490 0.329 0.406  H2 1.328
2 H -2.483 0.292 1.733  S1 1.328
3 C 0.745 -0.360 -0.853  N4 1.471, H5 1.148, H6 1.183, H7 1.059
4 N 0.954 0.349 0.418  C3 1.471, H8 1.041, H9 0.986
5 H 1.607 -1.117 -0.896  C3 1.148
6 H 0.845 0.516 -1.641  C3 1.183
7 H -0.251 -0.718 -0.897  C3 1.059
8 H 0.170 1.015 0.576  N4 1.041
9 H 0.904 -0.305 1.154  N4 0.986

***

Run x
Entry from the OMol25 dataset: a cluster of 2 separate species, CH6NS in total (ωB97M-V/def2-TZVPD).

HOMO level: -2.1 eV
Multiplicity: 1
Charge: -1
Orbital gap: 6.731 eV
LUMO level: 4.59 eV

Last columns: bonded neighbours and bond lengths (Å).
Geometry (Å):
1 N 2.050 1.548 -0.168  H2 1.005, H3 1.008, H4 1.002
2 H 2.104 2.091 -1.013  N1 1.005
3 H 1.430 0.755 -0.190  N1 1.008
4 H 1.717 2.151 0.560  N1 1.002
5 C -1.621 -1.304 0.250  S6 1.873, H7 1.088, H8 1.086, H9 1.085
6 S 0.015 -1.519 -0.636  C5 1.873
7 H -2.085 -2.256 0.497  C5 1.088
8 H -2.232 -0.729 -0.440  C5 1.086
9 H -1.377 -0.737 1.142  C5 1.085

***

Run y
Entry from the OMol25 dataset: a cluster of 2 separate species, CH6NS in total (ωB97M-V/def2-TZVPD).

HOMO level: -2.3 eV
Multiplicity: 1
Charge: -1
Orbital gap: 6.805 eV
LUMO level: 4.50 eV

Last columns: bonded neighbours and bond lengths (Å).
Geometry (Å):
1 N -0.223 2.085 -0.496  H2 1.076, H3 1.048, H4 1.053
2 H 0.514 2.691 -0.994  N1 1.076
3 H 0.227 1.443 0.201  N1 1.048
4 H -0.761 1.597 -1.258  N1 1.053
5 C -0.017 -1.721 0.417  S6 1.951, H7 1.106, H8 1.162, H9 1.149
6 S 1.231 -0.432 1.184  C5 1.951
7 H 0.355 -2.749 0.258  C5 1.106
8 H -0.476 -1.214 -0.523  C5 1.162
9 H -0.849 -1.700 1.210  C5 1.149

***

Result of the stability comparison: run y is the least stable of them.

***

Run w
Entry from the OMol25 dataset: an isolated molecule of C5H10 (ωB97M-V/def2-TZVPD).

HOMO level: -10.7 eV
Multiplicity: 1
SMILES: C1CCCC1
Orbital gap: 11.947 eV
LUMO level: 1.20 eV

Last columns: bonded neighbours and bond lengths (Å).
Geometry (Å):
1 C -0.418 1.234 -0.105  C2 1.540, C5 1.478, H6 1.100, H7 1.113
2 C -0.994 0.049 0.693  C1 1.540, C3 1.464, H8 1.107, H9 1.093
3 C -0.271 -1.200 0.450  C2 1.464, C4 1.478, H10 1.111, H11 1.008
4 C 0.719 -0.866 -0.596  C3 1.478, C5 1.566, H12 1.097, H13 1.062
5 C 0.909 0.681 -0.446  C1 1.478, C4 1.566, H14 1.128, H15 1.081
6 H -1.172 1.397 -0.890  C1 1.100
7 H -0.298 2.188 0.454  C1 1.113
8 H -2.061 -0.062 0.422  C2 1.107
9 H -1.005 0.319 1.751  C2 1.093
10 H 0.298 -1.537 1.343  C3 1.111
11 H -0.714 -1.989 0.004  C3 1.008
12 H 0.387 -0.899 -1.641  C4 1.097
13 H 1.655 -1.317 -0.376  C4 1.062
14 H 1.350 1.089 -1.402  C5 1.128
15 H 1.615 0.914 0.339  C5 1.081

***

Run x
Entry from the OMol25 dataset: an isolated molecule of C5H10 (ωB97M-V/def2-TZVPD).

HOMO level: -11.1 eV
Multiplicity: 1
SMILES: C1CCCC1
Orbital gap: 12.330 eV
LUMO level: 1.26 eV

Last columns: bonded neighbours and bond lengths (Å).
Geometry (Å):
1 C -1.175 0.572 -0.024  C2 1.591, C5 1.543, H6 1.096, H7 1.102
2 C 0.222 1.225 -0.414  C1 1.591, C3 1.557, H8 1.102, H9 1.098
3 C 1.305 0.175 -0.031  C2 1.557, C4 1.534, H10 1.099, H11 1.099
4 C 0.509 -1.137 -0.041  C3 1.534, C5 1.516, H12 1.095, H13 1.101
5 C -0.823 -0.796 0.597  C1 1.543, C4 1.516, H14 1.100, H15 1.094
6 H -1.767 0.435 -0.936  C1 1.096
7 H -1.816 1.156 0.656  C1 1.102
8 H 0.285 1.418 -1.497  C2 1.102
9 H 0.375 2.199 0.068  C2 1.098
10 H 1.728 0.398 0.959  C3 1.099
11 H 2.152 0.115 -0.728  C3 1.099
12 H 0.961 -2.019 0.425  C4 1.095
13 H 0.287 -1.394 -1.088  C4 1.101
14 H -0.744 -0.726 1.692  C5 1.100
15 H -1.500 -1.621 0.362  C5 1.094

***

Run y
Entry from the OMol25 dataset: an isolated molecule of C5H10 (ωB97M-V/def2-TZVPD).

HOMO level: -8.8 eV
Multiplicity: 1
SMILES: C=CCCC
Orbital gap: 9.842 eV
LUMO level: 1.01 eV

Last columns: bonded neighbours and bond lengths (Å).
Geometry (Å):
1 C 1.347 -1.350 -0.128  C2 1.509, H6 1.140, H7 1.144
2 C 1.005 -0.439 1.025  C1 1.509, C3 1.459, H8 1.118
3 C -0.415 -0.126 1.144  C2 1.459, C4 1.536, H9 1.148, H10 1.119
4 C -0.809 1.010 0.189  C3 1.536, C5 1.576, H11 1.166, H12 1.128
5 C -0.558 0.660 -1.327  C4 1.576, H13 1.187, H14 1.138, H15 1.133
6 H 2.378 -1.793 -0.328  C1 1.140
7 H 0.561 -1.907 -0.744  C1 1.144
8 H 1.809 0.049 1.630  C2 1.118
9 H -0.722 0.011 2.242  C3 1.148
10 H -0.913 -0.963 0.593  C3 1.119
11 H -0.352 2.045 0.469  C4 1.166
12 H -1.901 1.260 0.329  C4 1.128
13 H -0.683 1.580 -2.066  C5 1.187
14 H 0.471 0.201 -1.490  C5 1.138
15 H -1.218 -0.237 -1.537  C5 1.133

***

Run z
Entry from the OMol25 dataset: a cluster of 2 separate species, C5H10 in total (ωB97M-V/def2-TZVPD).

HOMO level: -9.6 eV
Multiplicity: 1
SMILES: C=CC.C=C
Orbital gap: 10.631 eV
LUMO level: 1.06 eV

Last columns: bonded neighbours and bond lengths (Å).
Geometry (Å):
1 C 2.839 2.085 -1.251  C2 1.329, H4 1.084, H5 1.083
2 C 2.351 0.850 -1.299  C1 1.329, C3 1.490, H6 1.085
3 C 0.936 0.523 -1.633  C2 1.490, H7 1.096, H8 1.085, H9 1.090
4 H 3.910 2.191 -1.391  C1 1.084
5 H 2.206 2.954 -1.373  C1 1.083
6 H 3.076 0.045 -1.322  C2 1.085
7 H 0.564 -0.188 -0.887  C3 1.096
8 H 0.263 1.374 -1.612  C3 1.085
9 H 0.893 0.025 -2.601  C3 1.090
10 C -3.370 -2.150 1.802  C11 1.323, H12 1.082, H13 1.086
11 C -2.641 -1.234 2.418  C10 1.323, H14 1.086, H15 1.085
12 H -4.255 -2.619 2.211  C10 1.082
13 H -2.909 -2.658 0.960  C10 1.086
14 H -3.011 -0.509 3.137  C11 1.086
15 H -1.564 -1.162 2.311  C11 1.085

***

Result of the stability comparison: run y is the least stable of them.